No. 1
{
  "formula": "C3H8OS3",
  "method": "ωB97M-V/def2-TZVPD",
  "de_lowest_ev": 1.9322,
  "max_force_ev_per_a": 4.36,
  "e_lumo_ev": 0.51,
  "homo_lumo_gap_ha": 0.3351,
  "multiplicity": 1,
  "total_charge": 0,
  "elements": ["C", "C", "C", "O", "S", "S", "S", "H", "H", "H", "H", "H", "H", "H", "H"],
  "xyz": [[-0.32042, -0.29309, -1.77447], [-0.52018, -0.74015, -0.36266], [0.30912, 0.51388, 0.90897], [1.31843, 1.00868, 0.14704], [0.11104, -2.30921, -0.02364], [0.82382, -0.01565, 2.45672], [-0.96095, 1.80969, 1.30429], [0.70530, -0.24558, -2.19243], [-1.03174, -0.86506, -2.39164], [-0.69670, 0.82071, -1.91169], [-1.52501, -0.47250, -0.16811], [1.83276, 1.88587, 0.52157], [-0.47094, -2.36501, 1.10789], [1.18223, -1.31692, 2.15226], [-0.75676, 2.58435, 0.22590]],
  "atomic_forces_ev_per_a": [[-0.326, 2.853, -1.170], [2.070, 3.192, 1.649], [-2.028, -0.048, -3.127], [2.806, 3.322, -0.349], [0.723, -0.889, -1.565], [0.312, -1.818, 1.789], [-0.019, -0.135, 0.008], [-0.559, -0.597, 0.412], [0.581, -0.035, -0.049], [0.643, -2.075, 0.549], [-1.128, -0.633, 0.876], [-2.150, -3.329, -0.812], [-0.894, -0.499, 1.890], [-0.097, 0.896, -0.047], [0.066, -0.205, -0.055]],
  "mulliken_charge": [-1.189, 0.090, 0.210, -0.490, -0.218, -0.222, -0.218, 0.347, 0.380, 0.230, 0.371, 0.371, 0.132, 0.092, 0.114]
}


No. 2
{
  "formula": "C48H40Cl2N5O6PS4Ti",
  "method": "ωB97M-V/def2-TZVPD",
  "max_force_ev_per_a": 2.91,
  "e_lumo_ev": [3.92, 3.91],
  "homo_lumo_gap_ha": [0.1646, 0.1659],
  "multiplicity": 1,
  "total_charge": -2,
  "elements": ["Ti", "O", "N", "C", "C", "C", "C", "C", "S", "H", "H", "H", "H", "O", "C", "C", "C", "C", "N", "C", "C", "C", "C", "C", "C", "O", "C", "C", "N", "H", "H", "H", "H", "H", "H", "H", "H", "H", "H", "H", "H", "O", "N", "C", "C", "C", "C", "C", "S", "H", "H", "H", "H", "S", "P", "S", "C", "C", "C", "C", "C", "C", "C", "C", "C", "C", "C", "C", "H", "H", "H", "H", "H", "H", "H", "H", "H", "H", "Cl", "C", "C", "C", "C", "C", "Cl", "C", "N", "C", "C", "C", "C", "C", "C", "C", "C", "O", "O", "H", "H", "H", "H", "H", "H", "H", "H", "H", "H"],
  "xyz": [[-0.25776, 0.17683, 1.12964], [0.79740, -0.48306, -0.23827], [1.80536, -0.90827, -0.97291], [2.39029, -0.03417, -1.80256], [3.48404, -0.36636, -2.55823], [3.98412, -1.67374, -2.47075], [3.36005, -2.56978, -1.65427], [2.23252, -2.22020, -0.87314], [1.47414, -3.29740, 0.13431], [1.94123, 0.95165, -1.81794], [3.93982, 0.36879, -3.19986], [4.85117, -1.96058, -3.04919], [3.70121, -3.58887, -1.56164], [-0.97786, 6.14121, -2.40986], [-1.77446, 4.97428, -2.55087], [-1.27637, 3.84271, -1.69055], [-1.58309, 2.50439, -2.08424], [-1.23185, 1.47744, -1.25428], [-0.60568, 1.65256, -0.08667], [-0.29208, 2.94673, 0.32578], [-0.62933, 4.04973, -0.51203], [0.25757, 2.98685, 1.59924], [0.83345, 4.11942, 2.23262], [1.31576, 4.05148, 3.50264], [2.03834, 5.19254, 4.16223], [2.73097, 6.03492, 3.25696], [1.15181, 2.81146, 4.20728], [0.63911, 1.73559, 3.54554], [0.26932, 1.72810, 2.25241], [-1.44484, 6.87466, -2.82365], [-1.79295, 4.65221, -3.60465], [-2.81648, 5.19925, -2.26317], [-2.09119, 2.30953, -3.01574], [-1.44265, 0.44234, -1.51970], [-0.39258, 5.05273, -0.18808], [0.89371, 5.03296, 1.65703], [2.75612, 4.78324, 4.89176], [1.33982, 5.84537, 4.70254], [2.97983, 5.48170, 2.50729], [1.45688, 2.74188, 5.24215], [0.52276, 0.79714, 4.08003], [-1.92212, 0.51756, 1.89994], [-3.04340, -0.17243, 1.80100], [-4.14875, 0.34548, 2.35165], [-5.35687, -0.29083, 2.27047], [-5.42848, -1.51582, 1.59089], [-4.29372, -2.04226, 1.03805], [-3.05471, -1.37407, 1.13699], [-1.60765, -1.95503, 0.53498], [-4.00220, 1.28967, 2.85801], [-6.22726, 0.15959, 2.71942], [-6.37505, -2.02931, 1.51151], [-4.29456, -2.98186, 0.50770], [-4.16335, -0.40962, -2.07663], [-2.98967, -1.51550, -3.22673], [-1.10643, -1.90004, -2.80354], [-3.02878, -0.65966, -4.85452], [-4.20710, -0.55108, -5.57963], [-4.24523, 0.23835, -6.71308], [-3.11178, 0.92311, -7.12496], [-1.94145, 0.82989, -6.39025], [-1.90205, 0.04508, -5.25347], [-3.84209, -3.11523, -3.58219], [-5.05246, -3.40250, -2.97184], [-5.64032, -4.64349, -3.13490], [-5.01354, -5.61046, -3.90368], [-3.79733, -5.33016, -4.50517], [-3.20867, -4.09084, -4.34408], [-5.09099, -1.07357, -5.23442], [-5.16729, 0.33895, -7.27262], [-3.14456, 1.53929, -8.01554], [-1.06291, 1.38149, -6.69928], [-1.00103, -0.03972, -4.65812], [-5.52139, -2.64017, -2.36298], [-6.58579, -4.86232, -2.65592], [-5.46785, -6.58643, -4.02356], [-3.30330, -6.09279, -5.09482], [-2.24437, -3.87814, -4.78469], [2.85688, 1.36201, 1.12727], [3.96460, 1.57125, 2.45960], [4.65244, 2.76147, 2.64071], [5.56954, 2.87943, 3.67174], [5.81689, 1.80990, 4.51717], [5.10462, 0.63281, 4.34776], [5.35042, -0.68005, 5.45071], [4.14826, 0.48340, 3.33770], [3.31482, -0.60174, 3.27450], [3.67238, -1.92435, 3.02804], [4.93172, -2.24905, 2.53190], [5.24953, -3.55877, 2.22823], [4.30321, -4.55065, 2.40453], [3.04617, -4.22611, 2.88706], [2.70161, -2.92226, 3.21026], [1.34393, -2.65329, 3.79973], [0.40398, -1.61571, 3.13867], [-0.74687, -1.52222, 3.54755], [0.90571, -0.84739, 2.25480], [4.47064, 3.58716, 1.97159], [6.09578, 3.81020, 3.81952], [6.53806, 1.88616, 5.31677], [2.39889, -0.40517, 2.84709], [5.64908, -1.45687, 2.35821], [6.23052, -3.79487, 1.83465], [4.53738, -5.57673, 2.15561], [2.30717, -5.00625, 2.99853], [1.46387, -2.30754, 4.83514], [0.77567, -3.58713, 3.82382]],
  "atomic_forces_ev_per_a": [[-0.987, -1.841, 0.005], [1.545, -0.897, -1.955], [0.112, -0.198, -0.063], [0.348, 0.517, -0.475], [-0.213, 0.146, 0.074], [-0.146, -0.070, 0.125], [0.382, 0.221, -0.422], [-0.463, -0.146, 0.554], [-0.187, -0.429, -0.004], [-0.036, -0.104, 0.072], [-0.038, 0.136, -0.048], [0.063, -0.071, -0.037], [-0.008, -0.034, 0.040], [0.162, 0.280, 0.084], [-0.317, -0.255, -0.179], [-0.027, -0.172, -0.089], [0.074, 0.384, 0.117], [-0.287, -0.323, -0.619], [0.303, 2.823, -0.629], [-0.298, -0.331, -0.249], [0.172, 0.027, 0.059], [-0.068, -0.277, 0.495], [-0.067, -0.019, -0.062], [0.060, -0.171, -0.024], [-0.034, -0.111, 0.294], [0.071, 0.227, -0.265], [-0.003, 0.376, -0.209], [0.045, -0.243, 0.685], [0.244, 1.645, -0.209], [0.046, -0.138, 0.066], [0.023, -0.021, 0.199], [0.162, -0.079, -0.058], [-0.097, -0.147, -0.058], [0.016, 0.151, -0.041], [-0.018, 0.076, 0.014], [0.053, 0.146, 0.006], [-0.199, 0.012, -0.017], [0.089, -0.078, 0.015], [-0.008, -0.009, 0.009], [0.014, -0.172, 0.043], [0.016, 0.013, -0.117], [-1.949, 0.604, 0.833], [-0.678, -0.873, -0.215], [-0.421, 0.311, 0.248], [0.129, 0.110, 0.028], [0.293, -0.069, -0.056], [-0.423, 0.112, 0.199], [0.504, 0.103, 0.305], [-0.039, 0.037, -0.077], [0.075, -0.034, -0.073], [-0.036, 0.067, 0.051], [-0.066, -0.098, -0.063], [-0.005, -0.010, -0.068], [-0.110, 0.065, 0.176], [0.043, -0.024, -0.343], [0.091, -0.135, -0.108], [0.054, 0.023, 0.323], [0.047, -0.084, 0.007], [-0.187, 0.009, -0.177], [0.010, 0.149, -0.156], [0.004, 0.157, -0.167], [0.046, -0.132, -0.023], [0.221, 0.235, 0.277], [-0.088, 0.131, -0.043], [-0.108, -0.249, -0.060], [-0.174, -0.103, 0.065], [0.063, -0.184, -0.195], [-0.033, 0.107, -0.044], [-0.049, 0.019, -0.004], [-0.031, -0.036, -0.051], [-0.020, 0.028, -0.024], [0.058, 0.020, -0.019], [0.004, -0.034, 0.002], [0.032, 0.065, 0.028], [-0.059, -0.016, 0.044], [-0.004, -0.040, -0.011], [0.039, -0.009, -0.019], [0.083, 0.036, 0.021], [1.186, 0.265, 0.182], [0.081, -0.094, -0.045], [-0.192, -0.195, -0.091], [0.066, -0.016, 0.069], [-0.106, -0.121, -0.116], [0.081, 0.211, -0.148], [0.073, 0.001, 0.185], [0.131, 0.281, -0.011], [-0.680, 0.114, 0.103], [0.210, -0.313, -0.192], [-0.079, 0.072, 0.025], [0.073, -0.032, 0.004], [0.075, -0.226, 0.034], [0.189, 0.102, 0.019], [0.125, -0.043, 0.062], [-0.203, 0.277, -0.239], [-0.441, -0.811, 1.421], [0.251, -0.329, 0.304], [1.175, -0.369, 0.727], [-0.033, 0.049, -0.130], [0.053, 0.095, -0.015], [0.028, -0.011, 0.070], [0.235, -0.038, 0.034], [0.028, 0.045, 0.015], [0.018, -0.022, -0.013], [-0.012, -0.055, -0.042], [-0.118, -0.044, 0.010], [-0.074, -0.031, -0.062], [0.040, 0.134, 0.100]],
  "mulliken_charge": [-1.814, 0.658, -0.211, -0.203, -1.280, -0.218, -0.964, 0.406, -0.191, 0.521, 0.448, 0.378, 0.463, -0.516, -0.667, 0.666, -0.999, -0.499, 0.879, 0.268, -1.059, 0.215, -0.857, 0.512, -0.837, -0.525, -1.277, -0.644, 1.200, 0.301, 0.293, 0.264, 0.480, 0.277, 0.457, 0.639, 0.299, 0.365, 0.278, 0.379, 0.427, 0.097, 0.233, -0.327, -0.874, -0.139, -0.824, 0.722, -0.432, 0.499, 0.388, 0.366, 0.394, -0.546, 1.431, -0.580, -0.089, -0.554, -0.539, -0.361, -0.711, -0.383, -0.078, -0.165, -0.610, -0.382, -0.625, -0.423, 0.353, 0.364, 0.346, 0.395, 0.433, 0.320, 0.372, 0.350, 0.361, 0.384, -0.031, 0.205, -0.517, -0.795, -0.471, 1.073, -0.242, -0.779, 0.675, 0.529, -0.131, -0.828, -0.619, -0.528, 0.588, -1.372, 0.970, -0.674, 0.838, 0.537, 0.383, 0.423, -0.653, 0.452, 0.374, 0.347, 0.283, 0.155, 0.327]
}


No. 3
{
  "formula": "C8H19NO",
  "method": "ωB97M-V/def2-TZVPD",
  "de_lowest_ev": 0.8901,
  "s2": 0.76,
  "max_force_ev_per_a": 3.61,
  "e_lumo_ev": [-3.56, -8.36],
  "homo_lumo_gap_ha": [0.4014, 0.2249],
  "multiplicity": 2,
  "total_charge": 1,
  "elements": ["C", "C", "C", "C", "C", "O", "N", "H", "H", "H", "H", "H", "H", "H", "H", "H", "H", "H", "C", "C", "C", "H", "H", "H", "H", "H", "H", "H", "H"],
  "xyz": [[0.59525, -1.43294, -0.58476], [-0.32166, -2.50938, -1.14751], [-1.41229, -0.12270, 0.02918], [0.76291, 0.45492, -2.99538], [-0.42730, 0.15709, -2.14367], [-1.55769, 0.37199, -2.44536], [-0.18504, -0.13489, -0.71514], [0.68681, -1.57300, 0.48659], [1.54733, -1.20966, -1.02825], [0.23470, -3.41431, -1.37908], [-1.11732, -2.19959, -1.83053], [-1.16624, -0.11011, 1.10709], [0.48059, 0.58417, -4.02566], [-1.08442, -2.79763, -0.40914], [-2.04023, 0.75410, 0.02475], [-2.10527, -0.97088, 0.04034], [1.31295, 1.31540, -2.59628], [1.55712, -0.28483, -2.85252], [0.48901, 0.62829, 3.28442], [1.96319, 0.83414, 2.88757], [-0.29362, 1.83527, 2.76311], [0.21719, -0.30555, 2.79890], [0.46021, 0.64690, 4.37021], [2.32716, 1.83114, 3.16198], [2.09898, 0.84982, 1.79778], [0.00312, 2.74475, 3.28044], [-0.12347, 1.85386, 1.68659], [2.62667, 0.14540, 3.41229], [-1.35559, 1.83286, 3.04470]],
  "atomic_forces_ev_per_a": [[-1.191, 1.881, 1.077], [-1.293, -0.879, 0.671], [-0.259, 0.816, 3.510], [0.976, -0.809, 0.867], [0.614, 2.894, -0.910], [0.008, -0.672, 0.066], [-1.762, -2.648, -0.778], [0.419, -0.109, 0.127], [0.359, -0.591, -0.366], [-0.106, 0.157, -0.528], [1.114, 0.121, -1.212], [0.610, -0.286, -0.234], [-0.015, 0.026, -0.228], [0.881, -0.184, 0.730], [0.153, 0.521, -1.240], [0.473, -0.320, -0.969], [-0.672, 0.415, -0.031], [-0.347, -0.356, -0.546], [1.310, 1.401, -0.355], [0.203, 0.696, 0.254], [-0.630, -0.550, 0.649], [-0.634, -0.286, 0.548], [-0.356, -0.722, 0.061], [-0.257, -0.031, 0.255], [0.048, -0.557, 0.093], [0.692, 0.131, -0.415], [-0.316, 0.702, -0.047], [0.006, -0.244, -0.464], [-0.029, -0.518, -0.583]],
  "mulliken_charge": [-0.491, -1.178, -0.880, -1.215, 0.627, -0.347, 0.484, 0.314, 0.517, 0.366, 0.370, 0.144, 0.369, 0.396, 0.437, 0.343, 0.364, 0.316, -0.058, -1.161, -1.160, 0.177, 0.324, 0.385, 0.238, 0.431, 0.280, 0.332, 0.277]
}